[1]
ORCA calculation (ωB97M-V/def2-TZVPD) on a molecular structure, C5H8O at a distorted geometry.

Its spin multiplicity is 1. Its HOMO energy is -8.415 eV. Its total charge is 0. Its relative energy (zero: lowest compared OMol25 entry of this formula, charge and spin) is 328.1 kJ/mol.

The geometry in XYZ format:
```
14
Properties=species:S:1:pos:R:3:forces:R:3
H -1.223 -1.115 0.467 -0.188 -0.094 -0.385
C -0.714 -1.355 -0.478 -0.195 0.002 -0.125
H 1.420 -0.926 -1.048 -0.315 -0.253 0.427
H -0.456 -2.420 -0.426 -0.006 0.193 -0.099
H -1.390 -1.210 -1.325 -0.027 0.008 0.093
H -0.440 2.519 0.599 -0.055 -0.143 0.464
H -1.489 1.178 0.024 0.200 0.192 -0.158
C 0.943 0.089 0.852 -0.172 -1.249 -0.628
H 1.477 -0.769 1.217 1.318 1.005 1.192
H 1.356 1.544 -0.964 -0.043 -0.064 -0.004
C 0.543 -0.535 -0.520 -0.326 0.056 -0.276
O -0.187 0.603 1.545 -0.046 -0.189 0.005
C 0.694 0.929 -0.369 -0.023 0.266 -0.399
C -0.499 1.446 0.409 -0.120 0.270 -0.108
```
Forces are in eV/Å.

Results of the natural (NBO) charge analysis, in e, for atoms 1 through 4: number 1, H, carries 0.227; number 2, C, carries -0.636; number 3, H, carries 0.211; number 4, H, carries 0.218

[2]
ORCA calculation (ωB97M-V/def2-TZVPD) on a single C5H8O molecule.

Its spin multiplicity is 1. Its HOMO energy (spin up / spin down) is -8.757 / -8.180 eV. Its total charge is 0. Its relative energy (zero: lowest compared OMol25 entry of this formula, charge and spin) is 377.1 kJ/mol.

The geometry in XYZ format:
```
14
Properties=species:S:1:pos:R:3:forces:R:3
H 1.052 -0.284 1.290 0.573 -0.213 -0.341
O 3.000 -0.309 0.587 -0.222 0.151 -0.295
C -0.347 0.968 0.913 -0.526 0.394 0.516
H -2.365 -0.669 -0.258 0.204 -0.012 -0.032
C 1.021 0.171 -0.718 0.029 -0.101 -0.480
H -0.842 0.563 1.801 0.245 0.056 -0.309
C -1.321 -0.908 -0.498 0.037 -0.084 -0.011
C 1.810 -0.154 0.402 -0.295 -0.231 0.893
H -0.964 -1.672 0.203 -0.063 0.129 -0.098
C -0.438 0.335 -0.406 0.173 0.152 -0.266
H -1.284 -1.336 -1.506 -0.012 0.082 0.176
H 0.048 1.976 1.003 -0.065 -0.186 -0.109
H 1.431 0.271 -1.726 -0.101 -0.001 0.283
H -0.793 1.105 -1.115 0.023 -0.136 0.072
```
Forces are in eV/Å.

Results of the natural (NBO) charge analysis, in e, for atoms 1 through 4: number 1, H, carries 0.110; number 2, O, carries -0.537; number 3, C, carries -0.236; number 4, H, carries 0.212

[3]
ORCA calculation (ωB97M-V/def2-TZVPD) on a single C5H8O molecule at a distorted geometry.

Its spin multiplicity is 1. Its HOMO energy is -9.549 eV. Its total charge is 0. Its relative energy (zero: lowest compared OMol25 entry of this formula, charge and spin) is 358.8 kJ/mol.

The geometry in XYZ format:
```
14
Properties=species:S:1:pos:R:3:forces:R:3
C 0.109 0.837 0.090 -0.013 -0.401 0.087
H 0.296 -1.842 -0.029 -0.297 0.649 0.013
C 1.225 0.542 1.069 0.135 -0.054 -0.071
C -0.495 -1.238 -0.507 0.137 -0.062 -0.204
H -1.213 -1.909 -1.009 0.242 0.497 0.085
H 0.308 0.155 -2.188 0.190 0.260 -0.418
H -1.830 -0.452 0.882 -1.679 1.323 1.423
H 0.012 1.916 -0.107 -0.406 -0.387 0.302
O -1.582 0.494 -1.141 0.058 -0.499 0.070
C -0.165 0.044 -1.226 0.614 0.408 -0.808
C -1.201 0.017 0.179 0.965 -1.768 -0.279
H 1.292 -0.520 1.318 0.046 0.151 -0.056
H 2.187 0.867 0.664 0.005 -0.033 0.072
H 1.057 1.089 2.006 0.004 -0.083 -0.217
```
Forces are in eV/Å.

Results of the natural (NBO) charge analysis, in e, for atoms 1 through 4: number 1, C, carries -0.214; number 2, H, carries 0.198; number 3, C, carries -0.629; number 4, C, carries -0.445

[4]
ORCA calculation (ωB97M-V/def2-TZVPD) on 2 unconnected molecules or ions with the total composition C5H8O at a distorted geometry.

Its spin multiplicity is 1. Its HOMO energy is -9.667 eV. Its total charge is 0. Its relative energy (zero: lowest compared OMol25 entry of this formula, charge and spin) is 103.6 kJ/mol.

The geometry in XYZ format:
```
14
Properties=species:S:1:pos:R:3:forces:R:3
C -0.687 -0.245 -0.716 -0.152 0.113 0.021
H 1.068 0.004 -1.900 -0.036 0.049 0.130
H 0.798 1.285 -0.722 -0.038 -0.143 -0.025
C -0.803 0.461 2.610 -1.070 -0.776 0.368
C 0.741 0.200 -0.869 0.015 0.060 -0.069
H -2.744 0.200 -0.493 0.155 0.022 -0.018
H -0.855 -1.324 -0.684 0.020 0.147 -0.033
H 1.306 -0.481 1.120 0.080 0.021 -0.131
O -1.683 -0.208 2.869 1.045 0.793 -0.287
H -1.605 1.656 -0.625 0.016 -0.160 0.019
H 2.681 -0.046 0.098 -0.118 -0.061 -0.043
C 1.691 -0.513 0.096 0.026 -0.071 0.083
H 1.822 -1.565 -0.180 -0.059 0.121 0.043
C -1.730 0.575 -0.603 0.118 -0.114 -0.057
```
Forces are in eV/Å.

Results of the natural (NBO) charge analysis, in e, for atoms 1 through 4: number 1, C, carries -0.166; number 2, H, carries 0.211; number 3, H, carries 0.204; number 4, C, carries 0.507

Q: relative energy (zero: lowest compared OMol25 entry of this formula, charge and spin) of number 2 (C5H8O)?
A: 377.1 kJ/mol